Below is a cluster of 5 separate species, C13H35BrNO8S2 in total at a distorted geometry, with properties calculated with ωB97M-V/def2-TZVPD.

```
60
Properties=species:S:1:pos:R:3:forces:R:3
C 1.94405 4.98862 -1.42274 -0.34 0.98 0.48
C 1.41695 4.31530 -0.02457 -0.69 0.18 0.06
C 1.43011 2.67643 0.00928 -0.24 0.00 0.66
C 2.78726 1.97992 -0.59676 -0.42 -1.19 0.17
C 4.16026 2.29262 0.24281 0.08 0.84 -2.29
S 4.22129 1.55613 1.96456 2.74 -5.63 3.47
O 5.67093 1.53226 2.57077 -4.42 1.50 -2.57
O 3.82690 0.03631 1.80190 0.10 5.25 -0.23
N 3.07530 2.22860 3.09818 2.91 1.97 -1.57
S 3.68508 3.65908 3.89279 -3.81 -0.51 6.76
O 2.42964 4.53085 4.28259 4.16 -2.78 -2.34
O 4.45457 3.35964 5.22186 -1.77 0.76 -5.19
Br 4.98669 4.96624 2.63398 0.04 -0.06 -0.17
H 2.34529 6.07684 -1.14333 -0.81 -2.31 -0.77
H 2.80775 4.41257 -1.96210 -1.73 1.04 1.09
H 1.02003 5.13154 -2.14697 2.08 -0.46 1.28
H 1.97474 4.78641 0.91700 -1.01 -1.24 -2.09
H 0.27530 4.64383 0.09127 2.47 -0.67 -0.13
H 1.29393 2.36890 1.15494 0.52 0.56 -2.51
H 0.46228 2.23816 -0.53137 2.23 1.00 0.84
H 2.99205 2.25091 -1.73785 -0.47 -0.33 2.52
H 2.59703 0.80258 -0.59025 0.54 2.53 0.11
H 5.06707 1.80651 -0.35936 -1.90 0.81 1.70
H 4.33991 3.45470 0.19611 -0.31 -2.30 0.70
C 2.04656 -2.91496 1.61982 0.12 0.18 0.06
C 0.65773 -2.95518 1.01682 0.36 -0.16 0.22
O 0.72073 -3.44723 -0.31369 -0.11 -0.44 -0.51
H 2.70640 -2.27588 1.02395 -0.17 0.05 0.23
H 2.01607 -2.53355 2.64437 0.12 0.00 -0.12
H 2.49403 -3.91420 1.62878 -0.11 -0.05 0.10
H 0.22292 -1.95168 0.98958 0.04 -0.17 -0.18
H -0.00459 -3.60249 1.59967 -0.10 0.09 0.16
H 1.10027 -4.34193 -0.27768 -0.16 0.54 0.01
C -2.88200 -3.91573 -0.42896 -0.11 -0.12 0.24
C -3.83945 -3.28999 -1.42184 0.46 -0.13 0.04
O -3.18000 -2.26655 -2.15263 0.10 0.16 -0.43
H -2.49826 -3.16001 0.26423 -0.09 -0.07 -0.12
H -3.37624 -4.70399 0.14592 0.16 0.02 -0.07
H -2.01604 -4.34482 -0.94355 -0.10 -0.02 0.07
H -4.69216 -2.84327 -0.90212 0.12 0.11 -0.19
H -4.21757 -4.03685 -2.12658 -0.16 -0.13 0.11
H -2.42960 -2.67508 -2.61719 -0.34 0.26 0.34
C -4.05238 -6.74695 3.77222 0.00 0.11 0.24
C -4.50907 -6.50171 2.34907 0.18 -0.28 0.17
O -3.43315 -6.72368 1.44937 0.17 -0.32 -0.21
H -3.21854 -6.08509 4.02820 -0.18 -0.02 -0.07
H -4.86923 -6.57572 4.47900 0.09 -0.06 0.00
H -3.69209 -7.77393 3.89187 -0.14 0.02 0.01
H -4.84763 -5.46847 2.22826 0.16 -0.13 -0.15
H -5.33417 -7.16871 2.08123 -0.17 0.09 0.11
H -3.14544 -7.64626 1.55842 -0.12 0.52 -0.07
C -2.52687 5.05117 -4.59312 -0.21 0.14 0.10
C -1.07362 5.15330 -5.00754 -0.20 -0.32 0.01
O -0.34918 4.03568 -4.51514 0.11 -0.29 -0.10
H -2.61398 5.01003 -3.50244 0.07 0.08 -0.15
H -3.09856 5.90780 -4.96117 -0.04 -0.09 0.02
H -2.97733 4.13273 -4.98343 0.01 0.11 -0.07
H -0.62138 6.06106 -4.59735 0.09 -0.24 0.00
H -0.97733 5.18186 -6.09718 -0.07 0.22 -0.06
H -0.75327 3.23532 -4.89190 0.24 0.41 0.26
```
Forces are in eV/Å.

highest occupied orbital energy	-6.06	eV
molecular weight	477.5	g mol⁻¹
energy	-4543.20970	Eh
charge	-1
orbital gap	0.2945	Ha

Atomic partial charges in e from the Mulliken method, atoms 1 to 4: number 1, C, carries -0.68; number 2, C, carries -0.30; number 3, C, carries -0.42; number 4, C, carries -0.59

***

Below is a cluster of 3 separate species, C13H36BrN2O8P2 in total at a distorted geometry, with properties calculated with ωB97M-V/def2-TZVPD.

```
62
Properties=species:S:1:pos:R:3:forces:R:3
N 7.13218 -0.08544 -2.11044 1.07 -0.28 -0.19
C 7.92849 -0.49808 -0.96412 -0.93 -0.15 -0.50
N 9.39313 -0.23040 -1.20644 -0.07 -0.25 0.26
Br 9.80540 1.61903 -1.22480 0.10 -0.03 0.05
H 7.77424 0.18635 -2.85174 -0.37 0.40 -0.16
H 6.63532 -0.87808 -2.50334 -0.19 0.01 0.20
H 7.63885 0.05825 -0.07171 0.19 -0.05 0.08
H 7.83293 -1.57297 -0.79498 0.18 0.04 0.24
H 9.70829 -0.61059 -2.10207 -0.12 -0.05 -0.04
H 9.93201 -0.70769 -0.47917 0.16 0.33 0.10
O 4.57466 0.32679 1.36356 0.42 0.99 3.00
P 3.11301 0.45569 1.58160 -2.54 -1.48 -5.53
O 2.51439 -1.04251 1.42988 0.18 0.39 0.42
C 2.99412 -2.07403 2.29573 0.06 -0.30 0.19
C 2.72517 -1.77723 3.75830 0.04 0.20 -0.01
O 2.65961 1.10465 0.14565 -0.09 -0.03 0.43
C 3.54105 1.98962 -0.54291 0.05 -0.08 -0.19
C 4.12760 1.28899 -1.74598 -0.09 -0.04 -0.24
O 1.92216 1.12070 2.39299 2.15 0.25 1.62
C 0.57037 1.27342 1.90194 -1.07 0.39 0.22
C -0.30037 0.06073 2.14038 0.20 -0.38 -0.17
H 4.06229 -2.23234 2.12412 0.00 0.09 -0.03
H 2.47673 -2.98695 2.00306 -0.07 0.09 -0.13
H 3.30569 -0.91326 4.09767 0.02 -0.06 0.02
H 2.99584 -2.63153 4.37846 0.03 0.00 -0.01
H 1.67405 -1.54419 3.92025 -0.02 -0.08 -0.01
H 4.33105 2.34604 0.11790 0.01 -0.06 0.03
H 2.95863 2.85901 -0.85383 -0.09 -0.05 0.03
H 4.58919 0.34790 -1.45617 0.07 0.06 0.15
H 4.87812 1.91626 -2.22988 0.00 -0.01 -0.02
H 3.34901 1.05328 -2.47331 -0.03 0.07 0.01
H 0.54291 1.57802 0.86094 0.42 -0.14 -0.08
H 0.16234 2.10983 2.46979 0.26 0.00 0.16
H -0.09850 -0.72595 1.41497 0.06 -0.02 0.02
H -1.35163 0.33411 2.03585 0.03 0.12 0.01
H -0.14015 -0.35165 3.13641 -0.07 0.11 0.05
O -3.97466 0.33448 0.65023 2.68 0.11 -2.01
P -4.81048 -0.07147 -0.49851 -5.89 -0.96 2.52
O -5.90258 1.11293 -0.69280 0.57 -0.19 -0.36
C -5.44500 2.44447 -0.93513 0.05 0.36 -0.02
C -4.63106 2.55770 -2.21045 0.09 -0.17 0.01
O -5.75916 -1.20394 0.20396 0.19 0.04 -0.37
C -5.25095 -2.02735 1.25834 -0.10 0.04 0.25
C -5.86377 -1.61892 2.58032 -0.16 0.07 0.04
O -4.89967 -0.73088 -1.95147 2.54 0.80 0.24
C -6.08333 -1.34007 -2.49852 -0.41 -0.51 -0.81
C -7.01184 -0.35460 -3.17601 -0.08 0.30 0.31
H -4.86851 2.79741 -0.07654 0.01 -0.09 0.02
H -6.33561 3.06746 -1.00953 -0.09 -0.13 0.04
H -3.68712 2.00974 -2.12403 0.00 0.07 0.01
H -4.39888 3.60092 -2.42475 0.01 0.01 0.03
H -5.17285 2.13709 -3.05650 -0.05 0.07 -0.01
H -4.16316 -1.97729 1.30259 0.00 0.10 -0.02
H -5.52241 -3.05825 1.02144 -0.04 0.03 -0.09
H -5.72370 -0.55431 2.76446 0.16 -0.01 -0.03
H -5.42127 -2.18006 3.40483 -0.01 -0.03 -0.02
H -6.93860 -1.80431 2.57126 0.01 -0.05 0.01
H -6.61369 -1.93776 -1.76406 0.17 0.20 0.32
H -5.71424 -2.04071 -3.24894 0.25 0.10 0.05
H -7.60092 0.20365 -2.45066 0.05 0.05 0.03
H -7.70992 -0.89287 -3.81833 0.09 -0.08 -0.03
H -6.45479 0.36117 -3.77974 0.01 -0.10 -0.10
```
Forces are in eV/Å.

highest occupied orbital energy	-11.38	eV
molecular weight	490.3	g mol⁻¹
energy	-4484.87682	Eh
charge	+1
orbital gap	0.2185	Ha

Atomic partial charges in e from the Mulliken method, atoms 1 to 4: number 1, N, carries -0.42; number 2, C, carries -0.36; number 3, N, carries -0.37; number 4, Br, carries 0.22

***

Below is a structure of composition C13H37BN4NbO3 at a distorted geometry, with properties calculated with ωB97M-V/def2-TZVPD.

```
59
Properties=species:S:1:pos:R:3:forces:R:3
C -1.65565 -1.35602 4.79622 0.26 -0.09 -0.61
C -0.93976 -1.83895 3.53173 0.39 0.32 0.35
C -0.71506 -0.73416 2.50785 -0.64 -0.42 0.00
C -2.04364 -0.26217 1.90204 0.25 0.58 -0.24
C -2.01612 0.09819 0.41258 -0.16 -0.41 0.30
C -1.37138 -0.95610 -0.48264 -0.46 0.63 0.11
C -1.64994 -0.63829 -1.95581 0.17 -0.32 0.08
C -0.58259 -1.05072 -2.98767 0.06 -0.06 0.29
C 0.86093 -1.18698 -2.48105 0.58 0.28 -0.48
Nb 2.06937 0.70816 -2.19532 -3.39 -1.03 0.58
C 0.33872 2.19737 -2.26139 0.58 0.67 0.07
C 0.64488 3.69873 -2.21463 -0.48 0.00 -0.32
N -0.61839 4.49853 -2.08508 0.36 0.31 0.10
N 1.27992 4.09060 -3.47664 -0.04 -0.03 0.19
N 1.52214 4.06117 -1.12156 -0.09 0.61 0.16
B 2.59388 0.99201 -4.46794 1.42 0.19 -0.38
C 4.08297 0.95137 -5.02839 -0.68 0.65 -0.28
O 1.56958 1.22481 -5.41313 -0.27 0.60 0.48
H -1.29245 -0.35750 5.01208 0.07 0.22 0.30
H -2.73194 -1.28704 4.67927 -0.22 -0.08 0.01
H -1.39523 -2.00495 5.61980 -0.25 0.00 0.30
H 0.03482 -2.20918 3.84204 0.21 -0.14 0.02
H -1.45054 -2.67884 3.06769 -0.20 -0.14 -0.10
H -0.24188 0.11322 2.99261 0.30 0.12 0.08
H -0.02435 -1.10872 1.76246 0.07 0.07 -0.27
H -2.33794 0.63795 2.43770 -0.25 0.13 0.16
H -2.84757 -0.97104 2.08232 -0.01 -0.43 0.01
H -1.52471 1.05814 0.28256 0.18 0.16 -0.15
H -3.04938 0.21610 0.08994 -0.22 0.23 -0.07
H -0.31688 -0.96697 -0.24943 0.27 -0.18 -0.17
H -1.81852 -1.91008 -0.21113 0.20 -0.39 0.02
H -1.88027 0.41772 -2.03566 0.18 0.35 -0.06
H -2.57365 -1.14582 -2.22360 -0.29 -0.01 -0.09
H -0.60963 -0.33684 -3.80642 -0.05 0.15 -0.23
H -0.88182 -2.00108 -3.42912 -0.12 -0.23 -0.05
H 1.39901 -1.78875 -3.21396 0.19 -0.13 -0.14
H 0.93291 -1.76170 -1.56314 -0.01 -0.21 0.25
H 1.96487 0.63011 -0.33591 0.72 0.36 0.40
H 3.29407 2.04535 -1.96278 0.58 -0.25 -0.26
H 3.55458 -0.37554 -2.06095 0.24 0.17 -0.07
H -0.34239 2.03670 -3.10070 -0.08 -0.27 -0.19
H -0.25335 2.01362 -1.36193 -0.08 -0.30 0.24
H -1.31514 3.98895 -1.55784 -0.06 -0.01 -0.09
H -0.97648 4.71223 -3.00587 -0.23 -0.26 0.02
H 1.19260 5.09661 -3.58904 0.02 0.00 -0.01
H 0.74676 3.63743 -4.21030 0.09 0.11 -0.13
H 2.46995 4.12989 -1.46369 0.03 -0.36 0.05
H 1.48777 3.37328 -0.38204 0.17 -0.11 -0.07
H 4.15625 1.50685 -5.96991 0.12 -0.07 -0.24
H 4.78290 1.37822 -4.32159 0.20 -0.15 0.23
H 4.32907 -0.09225 -5.21580 0.16 -0.19 0.02
H 1.66582 2.12074 -5.77836 0.19 -0.56 -0.25
C -1.42304 -5.21314 7.48379 0.06 -0.12 -0.05
N -0.61976 -3.96097 7.42352 0.10 0.09 -0.03
O 0.54280 -4.04982 7.08328 -0.20 0.04 0.08
O -1.19475 -2.93059 7.71448 0.12 -0.23 0.11
H -0.78752 -6.04223 7.19757 0.04 0.03 -0.01
H -1.78008 -5.32086 8.50316 -0.06 0.06 -0.01
H -2.25479 -5.09670 6.79575 -0.04 0.05 0.05
```
Forces are in eV/Å.

highest occupied orbital energy	-3.96	eV
molecular weight	401.2	g mol⁻¹
energy	-1043.79411	Eh
charge	-1
orbital gap	0.2038	Ha

Atomic partial charges in e from the Mulliken method, atoms 1 to 4: number 1, C, carries -0.66; number 2, C, carries -0.75; number 3, C, carries -0.28; number 4, C, carries -1.04

***

Below is a cluster of 6 separate species, C13H37NO6 in total at a distorted geometry, with properties calculated with ωB97M-V/def2-TZVPD.

```
57
Properties=species:S:1:pos:R:3:forces:R:3
C 0.37567 -2.17035 -3.31040 1.12 -1.50 -0.68
C -0.62559 -1.55500 -4.22570 -0.71 0.39 1.59
O -0.09587 -0.38706 -4.80422 -0.41 0.05 -0.70
H 0.97163 -1.38976 -2.83748 -0.26 -0.19 0.38
H 1.05546 -2.79454 -3.89038 0.48 0.09 -0.08
H -0.08710 -2.90309 -2.64933 -0.06 0.38 0.47
H -1.38438 -1.26396 -3.49933 -0.64 0.57 -0.58
H -1.09043 -2.25604 -4.91892 0.15 0.05 -0.26
H 0.49961 -0.68478 -5.49586 0.27 0.21 -0.09
C 6.04665 1.54496 -1.14175 -0.44 0.25 0.18
C 5.15177 2.63270 -1.87962 2.23 -2.04 0.55
O 5.07221 2.23736 -3.22779 -0.26 0.71 -0.18
H 5.89889 0.54877 -1.55874 -0.35 0.09 -0.21
H 5.83169 1.44846 -0.07753 -0.10 0.24 0.14
H 7.11983 1.71621 -1.22580 -0.05 0.36 -0.18
H 5.74973 3.54379 -1.85802 -0.60 0.35 0.15
H 4.19290 2.68260 -1.36366 -0.11 0.36 -0.15
H 4.31639 1.65493 -3.33324 -0.36 -0.22 -0.41
O 1.51326 1.23246 -1.71094 -0.06 -0.82 0.11
H 0.65876 1.04752 -1.32122 -0.17 -0.22 0.03
H 1.66409 2.16010 -1.52945 0.19 0.81 0.04
O 1.57953 3.92538 -1.69016 -0.04 0.11 0.27
H 0.87225 4.00290 -2.33045 -0.28 0.06 -0.20
H 2.33110 4.34276 -2.11106 0.37 0.13 -0.10
O 2.61153 0.96019 -4.13052 0.80 -0.08 -0.68
H 2.17341 0.87483 -3.28376 -0.56 -0.10 0.63
H 2.00650 1.47676 -4.66279 -0.10 0.07 -0.13
C -4.76569 -0.30689 2.22269 0.05 0.50 -0.33
C -3.39816 -0.62514 2.84808 -0.35 -3.03 0.30
C -3.29476 -2.21726 2.83510 0.07 0.78 0.14
C -1.89183 -2.68241 3.15967 1.54 0.38 -1.29
C -0.92293 -2.14061 2.09573 -0.83 0.60 -1.84
C -0.92511 -0.60494 1.89785 1.07 0.25 1.31
N -2.28455 -0.07895 2.08636 -0.23 -3.29 -0.35
O -2.31488 1.26056 1.99892 -0.39 2.29 -0.28
C 0.04176 0.00762 3.02367 -0.69 0.91 -1.11
C -0.51066 -0.16816 0.42373 0.03 0.31 1.15
C -3.40725 -0.20329 4.28663 1.14 2.13 0.62
H -4.96476 -0.73017 1.23816 0.46 -0.43 -0.06
H -4.89871 0.76170 2.05387 -0.04 0.18 0.46
H -5.55137 -0.68114 2.87899 -0.01 0.17 0.11
H -3.87128 -2.72461 3.60861 -0.80 0.71 0.03
H -3.75502 -2.45736 1.87665 0.73 -0.82 -0.21
H -1.71527 -3.75778 3.13726 -0.60 -0.17 0.17
H -1.60858 -2.34233 4.15576 -0.07 0.07 0.12
H -1.32112 -2.45003 1.12939 -0.42 -0.60 -0.13
H 0.07385 -2.57636 2.02767 0.23 0.33 0.77
H -0.21228 1.06583 3.08497 -0.10 0.12 0.20
H -0.10710 -0.41477 4.01741 -0.15 -0.29 -0.19
H 1.10963 0.03363 2.80663 0.01 -0.58 -0.30
H 0.57043 -0.09060 0.30836 0.05 -0.66 -0.04
H -1.00580 -0.72666 -0.37065 0.24 -0.64 0.23
H -0.83885 0.84952 0.21228 -0.10 0.27 0.47
H -2.38398 -0.06644 4.63635 0.24 -0.58 0.13
H -3.94737 -0.76918 5.04567 -0.32 -0.01 -0.48
H -3.68311 0.85048 4.24677 -0.70 0.12 0.57
H -2.62474 1.35766 1.09551 -0.13 0.89 -0.10
```
Forces are in eV/Å.

SMILES	CC1(C)CCCC(C)(C)N1O.CCO.CCO.O.O.O
highest occupied orbital energy	-8.16	eV
molecular weight	303.4	g mol⁻¹
energy	-1023.58556	Eh
orbital gap	0.3087	Ha

Atomic partial charges in e from the Mulliken method, atoms 1 to 4: number 1, C, carries -0.81; number 2, C, carries -0.40; number 3, O, carries -0.47; number 4, H, carries 0.09

***

The highest energy belongs to which entry?
C13H37NO6

***

Which of these has the highest orbital gap?
C13H37NO6